The following is a DFT calculation (ωB97M-V/def2-TZVPD) of a cluster of 9 separate species, C61H51ClF8O2 in total.

Positions of all 123 atoms, in Å:
O 4.69855 0.31919 1.22750
C 4.31230 0.41902 0.09219
C 5.00339 -0.23553 -1.04798
C 5.05901 0.37295 -2.23201
C 4.42654 1.71195 -2.35938
O 4.88323 2.59168 -3.04254
C 3.20218 1.88630 -1.53560
C 2.13212 2.65555 -1.98384
C 0.98861 2.76034 -1.18827
C -0.20620 3.55251 -1.67095
C -1.39272 2.64577 -2.09841
C -0.93807 1.25815 -2.54640
Cl -2.27093 0.46228 -3.45095
C 0.93530 2.10638 0.05023
C 2.01064 1.35010 0.50488
C 3.13688 1.23848 -0.30268
H 5.43996 -1.21694 -0.93355
H 5.53417 -0.08273 -3.08641
H 2.20630 3.14234 -2.94623
H 0.10176 4.14051 -2.53124
H -0.52043 4.21253 -0.86625
H -1.93048 3.08426 -2.92997
H -2.05599 2.49876 -1.25253
H -0.10227 1.31787 -3.23267
H -0.71188 0.62873 -1.69574
H 0.03764 2.21707 0.63398
H 1.95840 0.84097 1.45483
F -1.02766 0.83245 2.04596
C -2.09627 1.40160 2.65086
C -2.47801 0.94290 3.89462
C -3.56989 1.53085 4.51619
C -4.26373 2.55653 3.88850
C -3.86230 2.99941 2.63636
C -2.76772 2.42236 2.00845
H -1.92712 0.13856 4.36342
H -3.87882 1.18664 5.49381
H -5.11644 3.01027 4.37554
H -4.40276 3.79735 2.14508
H -2.43737 2.75910 1.03443
F -4.28482 3.42896 -2.16028
C -5.45503 2.77112 -1.99815
C -6.07330 2.22128 -3.10209
C -7.27022 1.54380 -2.92324
C -7.83110 1.43431 -1.65648
C -7.19106 1.99842 -0.56028
C -5.98907 2.67040 -0.73010
H -5.62011 2.32066 -4.07156
H -7.76360 1.09902 -3.77713
H -8.76646 0.90648 -1.52326
H -7.62372 1.91674 0.42452
H -5.46879 3.11022 0.11009
F 8.18943 3.50130 -7.65432
C 7.05208 2.79648 -7.48910
C 6.50409 2.14855 -8.57842
C 5.33579 1.42088 -8.40433
C 4.73213 1.35858 -7.15530
C 5.29965 2.02204 -6.07422
C 6.47192 2.74434 -6.23767
H 6.98818 2.21665 -9.54351
H 4.89682 0.90227 -9.24625
H 3.81876 0.79266 -7.02498
H 4.83467 1.98152 -5.10125
H 6.93229 3.26128 -5.40601
F 7.32798 -3.45263 5.65360
C 7.43438 -2.17479 5.22341
C 8.48203 -1.40217 5.68008
C 8.58845 -0.09341 5.23175
C 7.64946 0.42112 4.34764
C 6.60095 -0.37428 3.90397
C 6.49236 -1.68667 4.34125
H 9.19831 -1.82194 6.37382
H 9.40721 0.52506 5.57445
H 7.73500 1.44310 4.00324
H 5.86770 0.02490 3.21763
H 5.68817 -2.32696 4.00304
F -8.26001 2.04389 2.38996
C -9.28477 2.63172 3.04629
C -9.64132 2.15541 4.29103
C -10.69135 2.76554 4.96177
C -11.36890 3.82842 4.37972
C -10.99346 4.28686 3.12429
C -9.93942 3.68918 2.44860
H -9.10383 1.32139 4.72228
H -10.98069 2.40923 5.94111
H -12.18921 4.29883 4.90492
H -11.52246 5.11236 2.66769
H -9.62536 4.03472 1.47230
F 7.39037 -8.78051 1.61774
C 7.50812 -7.97921 2.69750
C 8.57440 -8.16011 3.55467
C 8.68811 -7.33085 4.66227
C 7.73871 -6.34546 4.90111
C 6.67256 -6.18557 4.02728
C 6.55526 -7.00455 2.91325
H 9.29937 -8.93774 3.35413
H 9.52172 -7.45484 5.34033
H 7.83012 -5.70636 5.76530
H 5.92948 -5.42221 4.21434
H 5.73493 -6.89176 2.21660
F -6.50943 2.21845 -6.01343
C -7.11218 3.34176 -6.45959
C -6.33032 4.42142 -6.81524
C -6.95336 5.57273 -7.27440
C -8.33761 5.63039 -7.36266
C -9.10278 4.53207 -6.99469
C -8.48903 3.37332 -6.54210
H -5.25354 4.35666 -6.73180
H -6.35559 6.42646 -7.56353
H -8.81934 6.53135 -7.71809
H -10.18155 4.57644 -7.05910
H -9.06576 2.50369 -6.25652
F 0.93565 -8.97718 5.59563
C 1.88381 -9.27103 4.68284
C 1.56495 -10.11051 3.63431
C 2.54226 -10.40695 2.69491
C 3.81732 -9.87146 2.81968
C 4.11614 -9.03268 3.88506
C 3.14295 -8.72342 4.82474
H 0.56720 -10.52202 3.56005
H 2.30659 -11.05812 1.86382
H 4.57858 -10.10693 2.08707
H 5.10895 -8.61905 3.98469
H 3.35296 -8.06587 5.65814

Computed properties:
- LUMO energy: -1.024 eV
- Calculated total energy: -102440.844 eV
- SMILES string: O=C1C=CC(=O)c2cc(CCCCl)ccc21.Fc1ccccc1.Fc1ccccc1.Fc1ccccc1.Fc1ccccc1.Fc1ccccc1.Fc1ccccc1.Fc1ccccc1.Fc1ccccc1

Here are the Löwdin charges for atoms 1 to 5, given in e:
1 O 0.12
2 C -0.33
3 C 0.03
4 C 0.04
5 C -0.34

=====

The following is a DFT calculation (ωB97M-V/def2-TZVPD) of a structure of composition C61H57BF3GeO7P3Sr at a distorted geometry.

Positions of all 134 atoms, in Å:
Sr 1.17966 -0.71612 -1.39292
F -3.08670 2.22242 3.73996
Ge -2.22230 1.04150 2.60030
C -1.46943 0.01442 4.22623
C -2.11573 0.28097 5.44987
C -2.01544 -0.60201 6.51567
C -1.15535 -1.68134 6.47203
C -0.45664 -1.89387 5.27119
C -0.57283 -1.07298 4.15561
P 0.43681 -1.34859 2.72196
C 2.06155 -0.88939 3.34953
C 2.65023 -1.68810 4.30519
C 3.72532 -1.20589 5.02309
C 4.37114 -0.04111 4.65933
C 3.79427 0.78789 3.66074
C 2.66868 0.33116 2.98209
C 0.64247 -3.13684 2.55222
C -0.38354 -4.02016 2.73079
C -0.17728 -5.40806 2.74775
C 1.05604 -5.88022 2.31352
C 2.06372 -4.99937 1.90277
C 1.86219 -3.63708 2.03169
C -2.15705 2.60259 1.18237
C -3.43807 3.05873 0.83765
C -3.72035 4.42060 0.90069
C -2.65882 5.36446 0.97176
C -1.36542 4.89956 0.92771
C -1.09133 3.52056 1.00217
P 0.66364 3.07945 0.78044
C 1.26749 4.13752 -0.71443
C 0.38969 4.42032 -1.74714
C 0.91773 4.85228 -3.05404
C 2.39113 4.83973 -3.21391
C 3.16271 4.29480 -2.21363
C 2.65800 3.93888 -0.95973
C 1.36404 4.09004 2.10576
C 2.18794 5.23902 2.05606
C 2.49246 5.91072 3.22240
C 2.23441 5.40527 4.50721
C 1.67653 4.12156 4.56033
C 1.14147 3.55338 3.39503
C -3.89756 0.02748 2.01048
C -5.01910 0.19449 2.83438
C -6.22501 -0.41671 2.54493
C -6.36056 -1.16984 1.39999
C -5.30293 -1.29834 0.52859
C -4.08880 -0.69086 0.81134
P -2.77739 -0.90933 -0.42636
C -2.84323 -2.67799 -0.87038
C -2.70639 -3.15750 -2.18352
C -2.93573 -4.51620 -2.45565
C -3.30453 -5.38382 -1.43659
C -3.37907 -4.95107 -0.13094
C -3.12658 -3.59364 0.14255
C -3.50726 -0.11281 -1.90445
C -2.92121 1.09626 -2.36097
C -3.39237 1.71251 -3.52710
C -4.54040 1.24162 -4.14299
C -5.14835 0.07859 -3.68868
C -4.64846 -0.58643 -2.57145
H -2.73278 1.19656 5.56971
H -2.67016 -0.39153 7.33873
H -1.01060 -2.39353 7.28193
H 0.12759 -2.81044 5.19647
H 2.25578 -2.68440 4.56622
H 4.14444 -1.75295 5.85533
H 5.30575 0.21500 5.11078
H 4.27404 1.71993 3.35407
H 2.30500 0.82799 2.07530
H -1.36267 -3.65918 2.96785
H -0.90931 -6.10111 3.11493
H 1.20959 -6.91758 2.29242
H 2.97696 -5.38898 1.50069
H 2.62771 -2.92059 1.67256
H -4.21174 2.32809 0.55680
H -4.75485 4.71332 0.86949
H -2.87447 6.43148 1.03203
H -0.54589 5.58524 0.73308
H -0.68950 4.51535 -1.51689
H 0.63950 5.82618 -3.45688
H 2.87109 5.56055 -3.91306
H 4.20271 4.00210 -2.41640
H 3.25947 3.50132 -0.16484
H 2.51003 5.64156 1.09038
H 3.02171 6.84908 3.13053
H 2.40669 5.97383 5.42496
H 1.58317 3.56858 5.48572
H 0.45894 2.68935 3.45700
H -4.90038 0.86770 3.70613
H -7.02840 -0.35788 3.26155
H -7.31759 -1.70502 1.22325
H -5.39313 -1.96916 -0.32156
H -2.45352 -2.47479 -3.02060
H -2.84220 -4.91054 -3.44780
H -3.43034 -6.46247 -1.67740
H -3.61108 -5.68066 0.62732
H -3.18360 -3.21448 1.17698
H -2.10201 1.57764 -1.78908
H -2.88530 2.57330 -3.91579
H -4.91660 1.72979 -5.05341
H -6.10198 -0.23095 -4.12344
H -5.11098 -1.52602 -2.27176
O -0.32697 -0.32042 -2.97101
H 0.09201 -0.28800 -3.87160
H -1.26589 -0.00356 -3.10780
O 5.23363 -2.49999 -1.98074
H 6.18571 -2.66384 -2.18777
H 4.72168 -3.12285 -2.58529
O 3.31378 -1.66568 -0.24085
H 3.90926 -0.88704 -0.19550
H 3.89693 -2.24087 -0.79123
O 1.00719 -3.35841 -1.62467
H 0.96936 -4.03913 -0.98703
H 1.84618 -3.42860 -2.10876
O 2.68322 1.04255 -2.16122
H 3.06550 0.74933 -3.03585
H 2.36728 1.97016 -2.33777
F -0.53918 4.45539 -5.07585
B 0.22591 3.94639 -4.15326
F 0.50537 2.68716 -4.39639
O 2.94806 -3.42077 -3.41955
C 2.99456 -2.30814 -3.97130
O 2.49783 -1.28035 -3.50733
C 3.65499 -2.17378 -5.31764
C 2.80232 -1.51265 -6.22957
C 3.23280 -1.35321 -7.55778
C 4.50089 -1.74938 -7.92362
C 5.32439 -2.31427 -6.98193
C 4.93746 -2.60502 -5.70745
H 1.86209 -1.09761 -5.84229
H 2.58026 -0.83304 -8.23636
H 4.85444 -1.60930 -8.93859
H 6.39398 -2.36582 -7.28067
H 5.53574 -3.14407 -4.99516

Computed properties:
- LUMO energy: -0.043 eV
- ΔE to the lowest compared entry with this formula, charge and spin: 0.00 kJ/mol
- Calculated total energy: -172564.392 eV

Here are the Löwdin charges for atoms 1 to 5, given in e:
1 Sr 1.50
2 F -0.34
3 Ge 1.07
4 C -0.24
5 C -0.10

=====

> Among the records above, which one has the lowest LUMO energy?

C61H51ClF8O2